A cluster of 2 separate species, C2H3ClFI in total. Source: OMol25; level of theory: the ωB97M-V functional and the def2-TZVPD basis.

Geometry as XYZ:
```
8
Properties=species:S:1:pos:R:3:forces:R:3
I -2.21357 -2.87981 1.31025 0.4 0.9 0.0
H 0.38782 1.25551 0.18322 -0.4 -2.1 0.2
C -1.11045 0.20982 1.34922 1.4 -0.4 -0.9
H -0.78936 0.17731 -0.72977 1.2 -0.3 1.0
C -0.14026 0.21704 0.20202 -0.5 -0.9 -0.5
Cl -2.47266 1.12030 1.18178 -1.7 0.8 0.1
H 0.44787 -0.78015 0.38374 -0.4 2.3 -0.9
F -0.50080 0.38861 2.49410 0.1 -0.3 1.0
```
Positions in Å, forces in eV/Å.

Results
Total charge   0
Energy above the lowest of the compared OMol25 structures with the same formula, charge and spin   1.731 eV
E_HOMO (spin up / spin down)   -0.3504 / -0.3277 Ha
Gap between HOMO and LUMO (spin up / spin down)   8.51 / 6.25 eV
E_tot   -935.670257 hartree
Spin multiplicity   1
F_max   2.5 eV/Å

Results of the natural (NBO) charge analysis, in e, for atoms 1 through 6:
1. I -0.21
2. H 0.25
3. C 0.41
4. H 0.25
5. C -0.73
6. Cl 0.09

---

A structure of composition C8H10N2OZr. Source: OMol25; level of theory: the ωB97M-V functional and the def2-TZVPD basis.

Geometry as XYZ:
```
22
Properties=species:S:1:pos:R:3:forces:R:3
H 0.28571 -2.93912 -0.08342 -0.2 0.5 -0.2
O 0.51382 0.45594 3.98566 -0.2 -0.2 -1.0
C -0.31291 2.00886 -0.05588 -0.1 -0.4 -0.9
N -2.97892 -0.05222 0.60329 2.6 -3.2 -2.3
C 0.80190 0.75145 -1.63497 0.0 0.6 0.6
H 1.61132 0.26219 -2.17937 -0.4 0.2 0.1
C 0.97323 1.52845 -0.45544 -0.5 -0.5 -0.9
H 1.93094 1.76369 0.02233 -0.6 -0.3 -0.1
H -2.32063 1.88849 -1.07298 0.5 -0.2 0.1
H -0.49970 2.65438 0.80631 -0.1 -0.4 -0.4
N -0.23680 -0.23056 1.81647 1.3 0.0 2.4
H 2.59686 -2.03113 0.12840 -0.2 -0.3 0.0
Zr -1.06122 -0.59485 0.00782 -4.2 4.3 1.7
C 0.14800 0.13062 2.90889 -0.4 -0.4 -0.5
H 0.18406 -2.11476 -1.82472 0.2 -0.3 0.5
H -3.95571 -0.33175 0.29488 1.4 0.7 0.5
C -0.58989 0.74444 -1.99152 -0.1 0.4 0.4
C 0.69364 -2.25963 -0.85127 1.1 -1.0 -0.3
C 2.00024 -1.94190 -0.77144 -0.9 -0.1 -0.2
H -1.02996 0.29403 -2.88957 0.2 0.4 0.4
H 2.51942 -1.57513 -1.65160 -0.1 0.2 0.2
C -1.27339 1.58843 -1.02918 0.5 0.2 -0.3
```
Positions in Å, forces in eV/Å.

Results
Total charge   0
E_HOMO (spin up / spin down)   -0.2647 / -0.2647 Ha
Gap between HOMO and LUMO (spin up / spin down)   6.44 / 6.44 eV
E_tot   -542.548159 hartree
Spin multiplicity   1
F_max   6.3 eV/Å

Results of the natural (NBO) charge analysis, in e, for atoms 1 through 6:
1. H 0.25
2. O -0.55
3. C -0.27
4. N -1.20
5. C -0.30
6. H 0.21

---

A structure of composition C5H8CsFO4. Source: OMol25; level of theory: the ωB97M-V functional and the def2-TZVPD basis.

Geometry as XYZ:
```
19
Properties=species:S:1:pos:R:3:forces:R:3
O 2.10496 -0.57274 1.32431 -0.5 -0.7 -0.5
H -3.04355 -1.29679 1.21201 0.1 -0.1 -0.2
O 2.07569 1.19947 0.01035 -0.7 -0.5 -1.1
H -0.91022 -2.54310 0.91869 -0.1 -0.1 -0.1
H -1.36087 -2.98809 -0.73691 -0.1 0.1 0.1
Cs -2.17212 1.93524 -0.41402 0.6 -1.1 0.2
C -2.91951 -2.03417 0.40066 -0.3 -0.1 0.0
C 3.03996 -0.87449 0.28829 -0.1 -0.1 -0.2
C -1.44517 -2.16662 0.01252 0.5 0.4 0.1
H 3.06559 0.35544 -1.57362 0.1 0.0 0.2
H -3.33295 -2.98739 0.76458 0.0 0.1 -0.1
H 2.63032 -1.67484 -0.33710 0.1 0.1 0.1
F 4.30017 1.10633 -0.18572 0.0 -0.1 -0.1
H -3.51748 -1.72088 -0.47119 0.1 0.0 0.2
O -0.88984 -0.98431 -0.42886 -0.3 0.7 -0.1
C 3.13359 0.43980 -0.48481 0.2 -0.1 -0.1
C 1.39138 0.49103 0.95966 0.3 2.6 3.3
O 0.58590 1.05992 1.67225 0.3 -1.3 -1.7
H 3.99711 -1.15188 0.74026 -0.2 0.1 -0.1
```
Positions in Å, forces in eV/Å.

Results
Total charge   0
Energy above the lowest of the compared OMol25 structures with the same formula, charge and spin   0.865 eV
E_HOMO   -0.2320 Ha
Gap between HOMO and LUMO   5.69 eV
E_tot   -616.242628 hartree
Spin multiplicity   1
F_max   4.2 eV/Å

Results of the Mulliken charge analysis, in e, for atoms 1 through 6:
1. O -0.31
2. H 0.18
3. O -0.30
4. H 0.19
5. H 0.20
6. Cs 0.94

---

A structure of composition C17H12N5O6S3Zn. Source: OMol25; level of theory: the ωB97M-V functional and the def2-TZVPD basis.

Geometry as XYZ:
```
44
Properties=species:S:1:pos:R:3:forces:R:3
N -1.47185 -4.24090 2.78821 0.0 0.0 0.0
C -1.51657 3.07914 3.19701 0.0 0.0 -0.1
O 0.96280 1.29604 2.59470 0.1 -0.1 -0.1
C 2.25700 0.66597 -1.69462 0.0 0.0 0.0
H 3.99135 0.04644 -5.71733 0.0 0.0 0.0
C -2.84474 3.35549 3.49846 0.0 0.0 0.0
C 2.76372 -0.54083 -1.22800 0.0 0.0 0.0
H -3.04158 -2.55384 -1.19833 0.0 0.0 0.0
O -4.07214 -0.38150 0.86312 0.1 -0.1 0.0
H 1.72497 0.85796 2.09877 -0.1 0.1 0.1
C -0.00301 -1.82711 -0.30564 -0.1 -0.1 0.0
H 3.95756 -2.25442 -1.65473 0.0 0.0 0.0
C 2.57229 1.09205 -2.97015 0.0 0.0 0.0
S 0.50681 -2.97399 -1.51906 0.0 0.0 0.0
N -2.22199 1.33627 1.74625 0.1 0.0 0.1
H 4.54855 -1.48442 -3.94009 0.0 0.0 0.0
N 0.75136 -1.08022 0.48924 0.1 0.1 0.0
C -3.85089 2.62918 2.89085 0.0 0.0 0.0
N -1.33622 -1.74182 -0.25051 0.2 0.1 0.0
H 1.61440 1.25932 -1.05585 0.0 0.0 0.0
H 2.17609 2.03164 -3.33799 0.0 0.0 0.0
S -1.76817 -1.48272 3.40926 0.0 -0.1 0.0
C -1.14313 -3.27224 -1.95033 0.0 0.0 0.0
O 0.34055 2.04033 0.56168 0.0 0.1 0.0
C -3.49630 1.59702 2.03563 0.0 0.0 0.0
O -5.70423 1.06630 1.40350 0.0 0.0 0.0
C 0.12209 1.80547 1.72530 0.0 -0.1 0.0
N 3.74183 0.77726 -5.06983 0.0 0.0 0.0
H -4.90050 2.81257 3.06752 0.0 0.0 0.0
C 3.58449 -1.31278 -2.03356 0.0 0.0 0.0
H 3.07641 1.41736 -5.47387 0.0 0.0 0.0
O 2.81139 -0.09839 1.33340 -0.1 0.0 0.0
C -4.54403 0.68454 1.37892 0.0 0.1 0.0
H -1.40836 -3.97278 -2.72221 0.0 0.0 0.0
H -0.70418 3.63440 3.64385 0.0 0.0 0.0
Zn -2.13299 -0.72954 1.24093 -0.3 0.0 0.0
S 2.33658 -1.10862 0.39521 0.0 0.0 0.0
C -1.96266 -2.54856 -1.17025 -0.1 0.0 0.0
O 2.90914 -2.42522 0.51966 0.0 0.0 0.0
C -1.59035 -3.11586 3.02924 0.0 0.0 0.0
C -1.24866 2.07884 2.28404 -0.1 0.0 0.0
C 3.39555 0.32158 -3.79413 0.0 0.0 0.0
H -3.08695 4.14237 4.20168 0.0 0.0 0.0
C 3.90455 -0.88177 -3.30993 0.0 0.0 0.0
```
Positions in Å, forces in eV/Å.

Results
Total charge   -1
E_HOMO   -0.2074 Ha
Gap between HOMO and LUMO   8.05 eV
E_tot   -4354.393150 hartree
Spin multiplicity   1
F_max   0.3 eV/Å

Results of the natural (NBO) charge analysis, in e, for atoms 1 through 6:
1. N -0.44
2. C -0.23
3. O -0.68
4. C -0.16
5. H 0.37
6. C -0.16

---

A cluster of 4 separate species, C23H55N6O9 in total. Source: OMol25; level of theory: the ωB97M-V functional and the def2-TZVPD basis.

Geometry as XYZ:
```
93
Properties=species:S:1:pos:R:3:forces:R:3
H 5.62717 4.52743 -2.27223 0.0 0.0 0.0
O -9.20550 -2.37702 0.03494 0.0 0.1 0.1
O -3.20116 -5.28629 2.92063 0.0 0.0 0.0
C -5.55381 -2.69070 0.92624 0.1 0.1 0.0
C -2.70305 -5.14596 4.23682 0.0 -0.1 0.1
C -3.17182 -3.87698 4.94052 -0.1 0.1 0.0
H 5.43711 2.88764 -2.90442 0.0 0.0 0.0
H -3.09301 -5.99988 4.79940 0.0 0.0 0.0
O 6.24724 2.98055 -1.03510 0.2 0.1 0.1
H -2.89209 -3.94010 5.99797 0.0 0.0 0.0
H -0.67601 -3.24036 4.17760 0.1 0.0 0.1
C 3.36888 1.27904 -0.26102 0.5 0.0 -0.1
C -9.62783 -1.30288 0.84924 0.0 -0.1 0.0
H -1.01661 -2.20160 5.57484 0.0 0.0 0.0
H 1.96518 2.82436 -3.49853 0.1 0.1 -0.1
C 10.51601 3.33754 -2.63418 0.1 0.0 -0.1
N -2.70364 -2.60439 4.41240 0.0 -0.1 0.0
H -0.18515 0.22790 0.27869 0.3 -0.2 0.4
H -9.67664 -1.67228 1.87207 0.0 0.0 0.0
H 7.86620 2.60957 -3.02616 0.0 0.0 -0.1
H 11.48506 3.48715 -3.11915 0.0 0.0 0.0
C 5.96180 3.88315 0.02269 -0.1 0.0 0.0
H -1.44771 -0.31142 3.93613 0.0 0.0 0.0
H 4.29718 1.65419 0.15829 0.1 0.0 0.1
H -8.92935 -0.46025 0.81508 0.0 0.0 0.0
H -1.97627 -1.09026 0.58182 0.0 0.0 0.0
H 10.06365 2.45152 -3.09567 -0.1 0.0 0.0
H 9.67478 4.79921 -3.94773 0.0 0.0 0.0
N -7.05211 -0.93814 -1.41758 0.0 -0.1 0.0
H -5.56292 -0.92764 -2.87406 0.0 0.0 0.0
N -0.55316 -0.44779 -1.65701 -0.1 -0.2 0.3
O -2.23998 3.07142 -0.16277 0.2 -0.2 -0.2
H -3.75855 -1.91187 -1.67123 0.0 0.0 0.0
H 7.28031 3.91458 -4.07250 0.0 0.0 0.0
H 0.19848 -0.96102 3.87028 0.0 0.0 0.0
C 7.43716 3.62157 -3.02980 0.1 0.1 0.1
H 1.11228 1.32270 -3.21331 -0.1 -0.2 0.0
H -10.62158 -0.94948 0.55546 0.0 0.0 0.0
C -9.20899 -2.09413 -1.35878 -0.1 -0.1 -0.1
N -1.17479 3.51091 0.05145 0.0 0.1 0.5
H -1.61012 -5.23691 4.23770 0.0 0.1 0.0
N 1.46025 2.46953 -1.49634 0.2 -0.2 0.3
H -1.35752 -4.68540 2.14872 0.0 0.0 0.0
C 0.25705 0.36532 -0.69880 -0.5 0.3 -0.7
H 8.30634 4.43933 -1.39432 0.0 0.0 0.0
O -0.17045 2.52383 0.21381 -0.2 0.3 -0.5
H -5.96506 -3.55427 0.39543 0.0 0.0 0.0
H -2.57019 -5.25919 0.98769 0.0 0.0 0.0
C 6.09854 3.54306 -2.32941 -0.1 -0.2 -0.1
C 9.68442 4.59331 -2.87202 -0.1 0.1 0.1
C -7.80323 -2.07941 -1.91623 0.1 0.1 0.1
H -7.86021 -2.01117 -3.00709 0.0 0.0 0.0
H -4.26478 -3.86795 4.90187 0.0 0.0 0.0
H -1.93404 0.24964 1.73771 0.0 0.0 0.0
C -1.26729 -2.38096 4.52396 -0.1 0.0 0.0
H -9.70848 -1.14108 -1.55571 0.0 0.0 0.0
H -2.96615 -2.54350 3.43711 0.0 0.1 0.0
C -4.75567 -2.05094 -1.24562 0.2 0.0 -0.2
H -9.77977 -2.88597 -1.85379 0.0 0.0 0.0
O -0.99273 -1.52264 2.31237 -0.1 0.1 -0.1
C -0.85432 -1.19366 3.68013 0.1 -0.1 0.0
H -5.07150 -3.04530 1.83939 0.0 0.0 0.0
H 3.62529 0.71710 -1.15329 -0.1 -0.1 -0.1
H -2.72944 -3.65183 1.69401 0.1 0.0 0.0
C -2.03982 -0.83381 1.63714 0.0 -0.1 0.0
H -7.12812 -0.90922 -0.40925 0.0 0.0 0.0
H 10.33572 1.77482 0.21089 0.0 0.0 0.0
C 1.86696 1.98448 -2.80315 -0.1 0.4 0.0
H 4.97399 4.33226 -0.10022 0.0 0.0 0.1
H 6.71966 4.67397 0.09739 0.0 0.0 0.0
C -2.42113 -4.67939 1.89902 -0.1 -0.1 -0.1
H 10.20442 5.42804 -2.39470 0.0 0.0 0.0
H 2.82566 1.47033 -2.79506 0.1 -0.2 0.0
H 1.28015 -0.01524 -0.72876 0.0 -0.1 0.2
O 10.79864 3.08359 -1.27212 -0.1 -0.1 0.0
H 5.96225 3.31458 0.95068 0.0 -0.1 0.0
H -0.84495 0.17485 -2.39817 0.0 0.1 -0.1
O -4.57974 -2.01759 0.15649 -0.1 -0.1 0.1
C 2.45965 2.47838 -0.49537 -0.1 0.7 0.4
C 9.82265 2.32628 -0.57741 0.1 0.0 0.1
H 2.93048 0.57748 0.44416 -0.2 0.1 0.1
N 8.30865 4.60107 -2.39302 0.1 -0.1 0.0
H -5.10344 -3.04449 -1.55849 -0.1 0.0 0.0
H -7.33620 -3.04246 -1.66523 0.0 0.0 -0.1
C -5.63582 -0.93020 -1.78197 -0.1 0.1 0.0
H -5.21220 0.01458 -1.43635 0.0 0.0 0.0
H 9.06818 2.96142 -0.10686 -0.1 0.0 -0.1
H -6.37445 -2.02874 1.22139 -0.1 0.0 0.0
H 9.32211 1.61228 -1.23596 0.0 0.0 0.0
H -0.00302 -1.19942 -2.04714 0.1 -0.1 -0.1
O 2.59649 3.43317 0.26267 -0.2 -0.7 -0.6
C 0.14681 1.85160 -1.04111 0.1 -0.2 0.2
H -3.02135 -1.14351 2.01197 0.0 0.1 0.0
```
Positions in Å, forces in eV/Å.

Results
Total charge   -1
Energy above the lowest of the compared OMol25 structures with the same formula, charge and spin   0.000 eV
E_HOMO   -0.0939 Ha
Gap between HOMO and LUMO   4.99 eV
E_tot   -1914.734336 hartree
Spin multiplicity   1
F_max   0.9 eV/Å

Results of the Mulliken charge analysis, in e, for atoms 1 through 6:
1. H 0.42
2. O -0.35
3. O -0.41
4. C -0.44
5. C -0.54
6. C -0.71